Record 1
The following is a DFT calculation (ωB97M-V/def2-TZVPD) of a molecular structure, C27H21N7O6Se3TaTe.

Element x y z (Å)
1 Ta 0.9488 1.0494 0.9370
2 C -2.5043 -2.7484 -3.7663
3 C -1.5070 -2.1994 -2.7849
4 C -0.2547 -1.7523 -3.2093
5 C 0.6486 -1.2156 -2.3111
6 C 0.3310 -1.1290 -0.9643
7 N 1.3167 -0.6377 -0.0355
8 C 2.2996 -1.6335 0.2499
9 C 1.8990 -2.9586 0.4500
10 C 2.8210 -3.9539 0.6890
11 C 4.1870 -3.6699 0.7569
12 C 5.1906 -4.7531 1.0342
13 C 4.5779 -2.3550 0.5894
14 C 3.6447 -1.3522 0.3320
15 N 4.0977 -0.0293 0.1502
16 C 5.3023 0.3403 -0.3216
17 C 5.4254 1.6933 -0.1409
18 C 4.2254 2.0757 0.4528
19 N 3.4076 1.0371 0.6321
20 C -0.9054 -1.5668 -0.5395
21 C -1.8253 -2.0864 -1.4384
22 N -1.2347 -1.4697 0.8399
23 C -2.1320 -2.2102 1.5229
24 C -2.2076 -1.7141 2.7995
25 C -1.3056 -0.6475 2.8188
26 N -0.7102 -0.5074 1.6380
27 H -2.0053 -3.2907 -4.5680
28 H -3.2083 -3.4237 -3.2825
29 H -3.0791 -1.9412 -4.2241
30 H 0.0084 -1.8162 -4.2574
31 H 1.6180 -0.8621 -2.6398
32 H 0.8483 -3.2073 0.4023
33 H 2.4760 -4.9703 0.8326
34 H 5.0078 -5.6247 0.4061
35 H 6.2070 -4.4093 0.8511
36 H 5.1270 -5.0798 2.0734
37 H 5.6233 -2.0913 0.6819
38 H 5.9748 -0.3860 -0.7430
39 H 6.2556 2.3200 -0.4114
40 H 3.9319 3.0629 0.7528
41 H -2.8095 -2.3803 -1.0956
42 H -2.6370 -3.0376 1.0557
43 H -2.8211 -2.0733 3.6057
44 H -1.0617 0.0260 3.6221
45 Se 1.6464 0.5030 3.2906
46 Se 2.7436 2.5789 3.3373
47 Te 1.4124 4.1633 1.8862
48 Se 1.4441 3.1417 -0.4333
49 O -0.9867 1.1588 -0.4842
50 C -1.4584 1.9567 0.3535
51 O -0.8325 2.0686 1.4639
52 C -2.6688 2.7686 0.1047
53 C -3.8615 2.1323 -0.2056
54 C -4.9849 2.9080 -0.4038
55 C -4.9705 4.2849 -0.3148
56 C -3.7563 4.8714 -0.0129
57 C -2.6021 4.1506 0.2086
58 N -3.7007 6.3485 0.1014
59 O -4.6869 6.9624 -0.2362
60 O -2.7185 6.8203 0.6351
61 N -6.2635 2.2284 -0.7238
62 O -6.2266 1.0216 -0.8497
63 O -7.2475 2.9228 -0.8265
64 H -3.9324 1.0577 -0.2969
65 H -5.8634 4.8701 -0.4738
66 H -1.6782 4.6605 0.4373

Properties
- Net charge: +1
- Kohn-Sham gap: 0.257 Ha
- LUMO level: -3.97 eV

---

Record 2
The following is a DFT calculation (ωB97M-V/def2-TZVPD) of a molecular structure, C27H22BF4N5NbS2.

Element x y z (Å)
1 Nb 8.6897 13.2137 11.3438
2 C 8.8495 13.8488 15.8312
3 C 9.1129 13.9537 14.3626
4 N 8.3744 13.2568 13.4952
5 N 7.4007 12.4529 13.9974
6 C 6.2982 12.1840 13.2848
7 N 5.2956 11.5064 13.8828
8 S 6.0742 12.8178 11.6497
9 C 10.1436 14.7760 13.8179
10 C 11.1051 15.4585 14.6023
11 C 12.3337 15.8058 14.0539
12 C 12.4243 15.8087 12.6476
13 C 11.3698 15.3170 11.8754
14 N 10.2647 14.7500 12.4091
15 H 8.1461 12.9936 15.9476
16 H 9.7495 13.6239 16.4097
17 H 8.3795 14.7906 16.2281
18 H 5.3119 11.1793 14.8330
19 H 4.5551 11.1757 13.2902
20 H 10.8808 15.7106 15.6431
21 H 13.1869 15.9394 14.6971
22 H 13.4206 15.9636 12.1498
23 H 11.5182 15.3003 10.8273
24 S 9.0225 8.4975 9.7398
25 C 9.2700 8.2730 11.4307
26 C 9.6797 7.1239 12.0419
27 C 9.8140 7.1104 13.4399
28 C 9.6673 8.3138 14.1812
29 C 9.2052 9.4554 13.5769
30 C 8.9711 9.4359 12.2323
31 N 8.5242 10.4744 11.3925
32 C 8.5838 10.1669 10.1269
33 C 8.5230 11.1875 9.1034
34 C 8.7046 10.7804 7.7778
35 C 8.3225 11.6412 6.7151
36 C 7.7868 12.8835 6.9796
37 C 7.6258 13.2883 8.2999
38 C 8.0364 12.4946 9.3896
39 H 9.9110 6.2331 11.4476
40 H 10.2105 6.2368 13.9508
41 H 9.9091 8.3322 15.2130
42 H 8.8658 10.3097 14.1757
43 H 9.1540 9.7664 7.5690
44 H 8.5020 11.2938 5.6922
45 H 7.4180 13.5511 6.1712
46 H 7.0958 14.2267 8.4920
47 F 10.5407 13.1903 10.2114
48 B 11.3499 12.1169 10.9509
49 F 11.3337 11.0297 10.1294
50 F 10.5706 11.9215 12.1532
51 F 12.5932 12.6344 11.1804
52 C 8.0819 17.9941 10.0496
53 C 7.3696 17.4788 11.1597
54 C 7.3216 16.0791 11.3294
55 C 8.1872 15.2417 10.6827
56 C 8.9100 15.7444 9.6435
57 C 8.9567 17.1417 9.4293
58 H 8.0293 19.0297 9.7559
59 H 6.7570 18.0902 11.8503
60 H 6.6221 15.6598 12.0599
61 H 9.6195 15.0503 9.2299
62 H 9.6562 17.5317 8.6880

Properties
- Net charge: +1
- Kohn-Sham gap: 0.210 Ha
- LUMO level: -5.12 eV

---

Record 3
The following is a DFT calculation (ωB97M-V/def2-TZVPD) of a molecular structure, C27H22BaN2O3Te.

Element x y z (Å)
1 Ba -1.3539 -1.5716 0.3793
2 C 2.5348 -2.6147 2.0743
3 O 3.2941 -1.5299 1.5877
4 C 2.7304 -0.2783 1.6913
5 C 3.5711 0.7693 2.0229
6 C 3.0705 2.0596 2.1610
7 C 1.7170 2.2823 2.0465
8 C 0.8363 1.2430 1.7137
9 C -0.5787 1.4592 1.8567
10 N -1.4972 0.6356 1.4878
11 N -2.7429 0.8613 1.9501
12 C -3.5527 -0.1666 1.8151
13 O -3.2877 -1.2580 1.2270
14 C -4.8248 -0.0203 2.5586
15 C -5.4747 -1.1653 3.0100
16 C -6.5913 -1.0608 3.8182
17 C -7.0753 0.1887 4.1705
18 C -6.4538 1.3311 3.6909
19 C -5.3341 1.2302 2.8898
20 C 1.3605 -0.0484 1.4171
21 O 0.5971 -0.9555 0.8645
22 H 3.2502 -3.3356 2.4701
23 H 1.8678 -2.3033 2.8833
24 H 1.9446 -3.0832 1.2778
25 H 4.6170 0.5494 2.1832
26 H 3.7465 2.8665 2.4082
27 H 1.3126 3.2748 2.2020
28 H -0.8711 2.3419 2.4297
29 H -5.0788 -2.1310 2.7258
30 H -7.0829 -1.9528 4.1811
31 H -7.9338 0.2711 4.8204
32 H -6.8393 2.3050 3.9523
33 H -4.8420 2.1098 2.5099
34 Te 0.2772 0.3629 -1.3489
35 C 0.1827 0.3293 -3.5191
36 C 0.1666 1.5001 -4.2646
37 C 0.1909 1.4517 -5.6487
38 C 0.2455 0.2339 -6.3031
39 C 0.2659 -0.9401 -5.5695
40 C 0.2243 -0.8879 -4.1879
41 C 2.2969 -0.2149 -1.5589
42 C 3.2482 0.7769 -1.3813
43 C 4.5774 0.5218 -1.6633
44 C 4.9563 -0.7229 -2.1363
45 C 4.0129 -1.7263 -2.2682
46 C 2.6853 -1.4777 -1.9689
47 H 0.1372 2.4557 -3.7596
48 H 0.1738 2.3695 -6.2180
49 H 0.2764 0.2024 -7.3815
50 H 0.3126 -1.8966 -6.0697
51 H 0.2255 -1.8098 -3.6154
52 H 2.9445 1.7497 -1.0143
53 H 5.3157 1.2982 -1.5308
54 H 5.9867 -0.9057 -2.4023
55 H 4.3089 -2.7050 -2.6163
56 H 1.9530 -2.2687 -2.0504

Properties
- Kohn-Sham gap: 0.262 Ha
- LUMO level: -0.23 eV

---

Record 4
The following is a DFT calculation (ωB97M-V/def2-TZVPD) of 2 unconnected molecules or ions with the total composition C27H22Br2IO4.

Element x y z (Å)
1 Br -6.7555 1.0912 2.8718
2 C -5.1053 0.1940 3.0643
3 C -5.0806 -1.2060 3.2096
4 C -3.8601 -1.8604 3.3430
5 C -2.6281 -1.1466 3.3164
6 C -1.3843 -1.8471 3.4253
7 C -0.1420 -1.2825 3.1691
8 C 1.0691 -1.9418 3.3344
9 C 2.3050 -1.2224 3.4606
10 C 3.3305 -1.6611 4.3462
11 C 4.4561 -0.8760 4.5888
12 C 4.6053 0.3533 3.9234
13 Br 6.1691 1.3786 4.1776
14 C 3.6215 0.7989 3.0241
15 C 2.5009 0.0111 2.7841
16 C -2.6870 0.2695 3.1870
17 C -3.9076 0.9310 3.0641
18 H -6.0128 -1.7674 3.2071
19 H -3.8308 -2.9457 3.4467
20 H -1.4241 -2.8827 3.7757
21 H -0.1187 -0.2359 2.8520
22 H 1.0727 -3.0032 3.5727
23 H 3.1916 -2.6057 4.8758
24 H 5.2232 -1.2122 5.2838
25 H 3.7453 1.7480 2.5096
26 H 1.7505 0.3303 2.0591
27 H -1.7642 0.8493 3.1887
28 H -3.9367 2.0127 2.9604
29 C 4.4517 -4.1417 0.0573
30 C 3.4569 -3.8678 -1.0560
31 C 4.1322 -3.6180 -2.4100
32 O 2.5913 -5.0146 -1.2627
33 C 1.7805 -5.3130 -0.1891
34 O 1.4418 -6.4687 -0.0101
35 C 1.3568 -4.1800 0.6613
36 I -0.4132 -4.6184 1.6534
37 C 0.3677 -6.3230 2.7787
38 C -0.1784 -7.5671 2.4791
39 C 0.2887 -8.7031 3.1603
40 C 1.3063 -8.5682 4.1164
41 C 1.8682 -7.3133 4.3804
42 C 1.4046 -6.1755 3.6925
43 C 1.5993 -2.8489 0.1277
44 O 0.9419 -1.8557 0.3857
45 O 2.6502 -2.7098 -0.7604
46 H 3.9382 -4.3901 0.9933
47 H 5.0925 -4.9786 -0.2450
48 H 5.0739 -3.2519 0.2039
49 H 3.3672 -3.5142 -3.1851
50 H 4.7322 -2.7059 -2.3733
51 H 4.7738 -4.4655 -2.6647
52 H -0.9431 -7.6577 1.7070
53 H -0.1430 -9.6813 2.9314
54 H 1.6671 -9.4527 4.6472
55 H 2.6689 -7.2115 5.1127
56 H 1.8619 -5.2048 3.8644

Properties
- Net charge: +1
- Kohn-Sham gap: 0.199 Ha
- LUMO level: -5.67 eV

---

Record 5
The following is a DFT calculation (ωB97M-V/def2-TZVPD) of a molecular structure, C27H22BrIN4O3RuS.

Element x y z (Å)
1 Ru -1.2204 -0.6258 -0.4699
2 C 2.2133 5.8953 3.5359
3 C 2.0780 4.7620 2.5574
4 C 1.6103 3.5145 2.9789
5 C 1.4624 2.4710 2.0868
6 C 1.7763 2.6776 0.7467
7 C 2.2507 3.9008 0.3042
8 C 2.4053 4.9347 1.2171
9 S 1.5925 1.3611 -0.4014
10 O 2.2502 0.2128 0.1479
11 O 1.9536 1.8525 -1.6980
12 N -0.0188 1.0133 -0.3810
13 C -1.0209 1.8969 -0.0986
14 C -1.1102 3.2923 -0.1866
15 C -2.2873 3.8749 0.2162
16 C -3.3668 3.0971 0.6578
17 C -3.2327 1.7347 0.6401
18 N -2.0775 1.1552 0.2739
19 H 2.6337 5.5515 4.4808
20 H 1.2363 6.3315 3.7534
21 H 2.8507 6.6857 3.1440
22 H 1.3734 3.3633 4.0254
23 H 1.1192 1.4992 2.4203
24 H 2.5011 4.0315 -0.7402
25 H 2.7913 5.8894 0.8814
26 H -0.2906 3.8783 -0.5701
27 H -2.3837 4.9523 0.1772
28 H -4.2928 3.5480 0.9810
29 H -4.0423 1.0769 0.9274
30 O -0.1664 -1.4778 -1.7759
31 C 1.1260 -1.8368 -1.6978
32 C 1.9251 -1.6519 -2.8192
33 C 3.2511 -2.0281 -2.7759
34 C 3.7971 -2.6011 -1.6243
35 C 2.9996 -2.7947 -0.5170
36 C 1.6565 -2.4182 -0.5477
37 C 0.7702 -2.5915 0.5900
38 N -0.4318 -2.0261 0.7403
39 C -0.9791 -2.5298 1.9151
40 C -0.1095 -3.4079 2.4596
41 N 0.9770 -3.4398 1.6114
42 H 1.4929 -1.1857 -3.6943
43 H 3.8780 -1.8612 -3.6416
44 H 4.8432 -2.8703 -1.5933
45 H 3.4337 -3.2017 0.3888
46 H -1.9363 -2.2162 2.2837
47 H -0.1696 -4.0127 3.3459
48 H 1.7989 -4.0097 1.7178
49 Br -3.7354 -1.6909 0.1040
50 C -3.3628 -2.9948 -1.2374
51 C -3.4796 -4.3340 -0.9150
52 C -3.1874 -5.2794 -1.8880
53 C -2.7835 -4.8800 -3.1520
54 C -2.6664 -3.5325 -3.4616
55 C -2.9628 -2.5773 -2.5008
56 I -2.7688 -0.5727 -2.9944
57 H -3.7926 -4.6333 0.0756
58 H -3.2781 -6.3308 -1.6514
59 H -2.5545 -5.6185 -3.9081
60 H -2.3389 -3.2233 -4.4445

Properties
- Net charge: +1
- Kohn-Sham gap (alpha / beta): 0.265 / 0.254 Ha
- LUMO level (alpha / beta): -3.40 / -3.89 eV
- Multiplicity: 2

---

Record 6
The following is a DFT calculation (ωB97M-V/def2-TZVPD) of a molecular structure, C27H22CdNO2S4.

Element x y z (Å)
1 Cd 0.4807 -0.2209 -0.9536
2 S -0.0919 -1.5290 -3.0610
3 C -0.9942 -2.8986 -2.4463
4 C -0.8911 -4.1125 -3.1512
5 C -1.5823 -5.2472 -2.7817
6 C -2.4297 -5.2251 -1.6789
7 C -2.5592 -4.0450 -0.9721
8 C -1.8465 -2.8999 -1.3305
9 S -2.0978 -1.4415 -0.3521
10 C -1.4603 -2.0168 1.2552
11 C -1.2041 -0.8308 2.1430
12 C -1.6756 -0.7871 3.4525
13 C -1.3370 0.2982 4.2397
14 C -0.5389 1.2981 3.7048
15 C -0.1198 1.1814 2.3869
16 C 0.7899 2.1910 1.7542
17 S 2.3160 1.4105 1.0961
18 C 2.5274 0.0855 2.2595
19 C 2.8244 0.3789 3.5892
20 C 2.9450 -0.6168 4.5387
21 C 2.7796 -1.9416 4.1416
22 C 2.5054 -2.2441 2.8232
23 C 2.3731 -1.2473 1.8371
24 S 2.0813 -1.7800 0.1898
25 N -0.4618 0.1448 1.6287
26 H -0.2287 -4.1362 -4.0070
27 H -1.4604 -6.1578 -3.3567
28 H -2.9854 -6.1062 -1.3836
29 H -3.2326 -3.9926 -0.1244
30 H -0.5096 -2.5234 1.0628
31 H -2.1591 -2.7070 1.7259
32 H -2.2778 -1.5993 3.8374
33 H -1.6787 0.3604 5.2655
34 H -0.2321 2.1507 4.2960
35 H 1.0246 2.9884 2.4593
36 H 0.3012 2.5998 0.8678
37 H 2.9560 1.4193 3.8657
38 H 3.1668 -0.3675 5.5688
39 H 2.8684 -2.7441 4.8648
40 H 2.3802 -3.2745 2.5153
41 C 2.5016 2.8400 -3.8578
42 C 1.4788 2.3343 -2.8562
43 O 1.8350 1.4262 -2.1111
44 C 0.1543 2.9561 -2.8134
45 C -0.1588 3.9624 -3.7455
46 C -1.3687 4.6136 -3.7580
47 C -2.3259 4.2571 -2.7968
48 C -2.0667 3.2838 -1.8707
49 C -0.8233 2.5779 -1.8254
50 O -0.6564 1.6908 -0.9210
51 H 3.4249 2.2890 -3.7003
52 H 2.6828 3.9080 -3.7302
53 H 2.1542 2.6747 -4.8787
54 H 0.5798 4.2371 -4.4874
55 H -1.5802 5.3800 -4.4919
56 H -3.2890 4.7567 -2.7916
57 H -2.8078 2.9979 -1.1342

Properties
- Net charge: -1
- Kohn-Sham gap: 0.257 Ha
- LUMO level: 2.62 eV

---

Record 7
The following is a DFT calculation (ωB97M-V/def2-TZVPD) of a molecular structure, C27H22CdNO2S4.

Element x y z (Å)
1 Cd -0.2619 -0.0532 -0.1009
2 S 0.6178 1.7133 -1.7368
3 C 0.3140 3.2374 -0.9361
4 C 0.4306 4.3933 -1.7334
5 C 0.2305 5.6638 -1.2383
6 C -0.1159 5.8524 0.0969
7 C -0.2404 4.7381 0.9043
8 C -0.0128 3.4497 0.4202
9 S -0.1941 2.1386 1.6132
10 C 1.4005 2.1949 2.4769
11 C 2.4235 1.1277 2.1570
12 C 3.4342 0.8757 3.0864
13 C 4.3862 -0.0770 2.7880
14 C 4.3216 -0.7333 1.5675
15 C 3.2900 -0.4114 0.6985
16 C 3.2227 -1.0268 -0.6726
17 S 1.6608 -1.8216 -1.1064
18 C 1.6287 -3.1373 0.0901
19 C 2.3519 -4.2855 -0.2288
20 C 2.4211 -5.3622 0.6343
21 C 1.7334 -5.2831 1.8430
22 C 0.9985 -4.1604 2.1577
23 C 0.9108 -3.0455 1.3004
24 S -0.0554 -1.7030 1.8614
25 N 2.3521 0.4848 1.0055
26 H 0.6815 4.2573 -2.7774
27 H 0.3310 6.5138 -1.9034
28 H -0.2955 6.8426 0.4952
29 H -0.5259 4.8491 1.9436
30 H 1.1854 2.1563 3.5462
31 H 1.8397 3.1755 2.2809
32 H 3.4514 1.4098 4.0276
33 H 5.1708 -0.3116 3.4968
34 H 5.0465 -1.4887 1.2950
35 H 4.0319 -1.7486 -0.7931
36 H 3.3551 -0.2360 -1.4157
37 H 2.8634 -4.3169 -1.1841
38 H 2.9888 -6.2450 0.3698
39 H 1.7619 -6.1107 2.5425
40 H 0.4582 -4.1171 3.0945
41 C -2.8997 -2.6519 -3.0438
42 C -2.6306 -1.5789 -1.9991
43 O -1.5349 -1.6356 -1.4405
44 C -3.6583 -0.5907 -1.7127
45 C -4.9057 -0.7071 -2.3638
46 C -5.9498 0.1525 -2.1483
47 C -5.7638 1.2083 -1.2351
48 C -4.5784 1.3684 -0.5832
49 C -3.4570 0.4863 -0.7759
50 O -2.3967 0.7236 -0.1249
51 H -1.9824 -3.2202 -3.1736
52 H -3.2055 -2.2239 -3.9981
53 H -3.6922 -3.3243 -2.7108
54 H -5.0531 -1.5187 -3.0639
55 H -6.8913 0.0258 -2.6659
56 H -6.5712 1.9083 -1.0448
57 H -4.4219 2.1792 0.1176

Properties
- Net charge: -1
- Kohn-Sham gap: 0.259 Ha
- LUMO level: 2.64 eV

---

Record 8
The following is a DFT calculation (ωB97M-V/def2-TZVPD) of a molecular structure, C27H22CoF3N5O7S.

Element x y z (Å)
1 Co 0.2524 0.6609 0.2607
2 O 3.1781 2.5635 -1.9661
3 C 2.5379 1.7784 -1.2496
4 N 1.3038 2.0154 -0.7104
5 C 0.7304 3.2955 -0.6508
6 C 0.9763 4.3690 -1.5102
7 C 0.3397 5.5932 -1.3095
8 C -0.5391 5.7757 -0.2523
9 C -0.7938 4.7223 0.6221
10 C -0.1765 3.4951 0.4296
11 N -0.3815 2.3510 1.2196
12 C -0.9029 2.2917 2.4179
13 O -1.3410 3.1546 3.1985
14 C -0.9057 0.8421 2.9022
15 C -1.6506 0.4857 4.0193
16 C -1.6436 -0.8246 4.4452
17 C -0.8567 -1.7449 3.7706
18 C -0.1304 -1.3058 2.6788
19 N -0.1669 -0.0509 2.2370
20 C 3.0998 0.4720 -0.8736
21 C 4.4172 0.1342 -1.0610
22 C 5.0262 -0.8514 -0.2650
23 C 4.3261 -1.1805 0.9258
24 C 3.0062 -0.8760 1.0539
25 N 2.2842 -0.5326 -0.1669
26 H 1.6747 4.2311 -2.3200
27 H 0.5402 6.4129 -1.9923
28 H -1.0325 6.7309 -0.1074
29 H -1.4790 4.8312 1.4517
30 H -2.2190 1.2662 4.5066
31 H -2.2428 -1.1320 5.2939
32 H -0.8101 -2.7850 4.0646
33 H 0.5130 -1.9839 2.1240
34 H 4.9959 0.7568 -1.7367
35 H 6.0692 -1.1143 -0.3884
36 H 4.8687 -1.5599 1.7907
37 H 2.4644 -0.8758 1.9931
38 N -2.9795 -2.9874 0.7267
39 C -2.7079 -3.2097 -0.6946
40 C -1.6408 -2.2683 -1.2274
41 O -1.4626 -2.0918 -2.3925
42 O -0.8475 -1.7205 -0.2774
43 H -3.6483 -3.6571 1.0791
44 H -3.3913 -2.0618 0.8274
45 H -1.1819 -2.0377 0.5797
46 H -3.5707 -3.1051 -1.3522
47 H -2.2948 -4.2111 -0.8311
48 F -3.6701 1.4920 -2.9754
49 C -4.1004 0.8776 -1.8727
50 F -5.3233 1.3588 -1.5851
51 F -4.2475 -0.4244 -2.1522
52 S -2.9677 1.1662 -0.4479
53 O -3.3084 2.4968 -0.0366
54 O -3.3358 0.1145 0.4938
55 O -1.6319 0.9696 -1.0205
56 C 1.2450 -3.8231 -2.6694
57 C 1.5753 -4.0363 -1.3374
58 C 1.9406 -2.9743 -0.5184
59 C 1.9792 -1.6748 -1.0145
60 C 1.6282 -1.4615 -2.3453
61 C 1.2684 -2.5226 -3.1593
62 H 0.9641 -4.6511 -3.3102
63 H 1.5620 -5.0409 -0.9285
64 H 2.2146 -3.1524 0.5130
65 H 1.6166 -0.4478 -2.7289
66 H 0.9841 -2.3277 -4.1878

Properties
- Net charge: -2
- Kohn-Sham gap (alpha / beta): 0.182 / 0.182 Ha
- LUMO level (alpha / beta): 4.26 / 4.26 eV
- Multiplicity: 4

---

Calculated max |F| (eV Å⁻¹), listed in the same order as above: 1.197 3.431 6.385 2.047 1.323 0.219 0.205 0.902
Calculated electronic energy (eV), listed in the same order as above: -255932.020 -70573.338 -45463.725 -184722.020 -132013.283 -81851.301 -81851.045 -106757.192
Calculated energy relative to the best compared isomer or geometry (same formula, charge and spin) (kcal per mole), listed in the same order as above: 20.6 8.4 61.1 0.1 16.3 0.0 5.9 45.6